1.
Here is a cluster of 8 separate species, C25H42Cl16O5 in total from the Open Molecules 2025 dataset. Energies are from ωB97M-V with the def2-TZVPD basis set.

Structure (XYZ):
```
88
Properties=species:S:1:pos:R:3:lowdin_charge:R:1
Cl -1.004 -2.515 -5.451 0.67
Cl 4.352 3.924 9.911 0.54
Cl 3.792 1.174 8.009 0.56
Cl 0.185 -4.913 -3.807 0.62
Cl -3.804 -4.897 -5.314 0.55
Cl -3.926 -4.220 -2.029 0.60
Cl -1.073 -4.620 1.598 0.57
Cl 8.960 4.120 12.749 0.54
Cl -9.439 2.306 -5.426 0.54
Cl 0.921 -6.267 3.813 0.54
Cl 8.429 7.403 13.490 0.53
Cl 1.005 2.373 2.959 0.53
Cl 5.591 1.167 2.112 0.56
Cl 6.203 2.153 5.301 0.54
Cl 2.005 -0.611 1.698 0.55
Cl -6.149 2.729 -6.166 0.57
O 0.677 -0.687 -1.812 0.16
O -3.190 -0.344 -4.412 0.01
O -2.794 0.357 -7.862 -0.15
O -2.572 2.072 -2.860 0.20
O -0.998 0.800 -1.863 0.15
C -0.405 -0.419 -2.221 -0.37
C -1.990 1.044 -2.784 -0.36
C 5.758 0.110 3.539 -0.64
C -0.034 -3.320 -2.996 -0.72
C -6.867 2.562 -4.539 -0.64
C -3.709 -6.089 -3.993 -0.65
C -1.163 -2.542 -3.664 -0.63
C 1.448 -5.266 2.435 -0.66
C 2.933 2.733 7.900 -0.65
C 7.432 5.023 12.580 -0.67
C -2.624 1.420 -9.979 -0.07
C -4.568 -5.687 -2.819 -0.63
C -8.051 1.631 -4.535 -0.66
C 3.848 3.893 8.198 -0.66
C -3.264 0.610 -5.509 -0.10
C 2.080 2.115 1.554 -0.66
C -1.272 -1.118 -3.195 -0.06
C -2.178 -0.215 -3.579 -0.18
C -3.508 1.178 -8.775 -0.28
C -0.334 -3.607 -1.531 -0.16
C 7.658 6.460 12.188 -0.67
C -3.564 -0.153 -6.797 -0.19
C 1.703 0.888 0.768 -0.65
C 0.527 -4.099 2.193 -0.67
C 5.215 0.762 4.784 -0.68
H 0.954 -3.448 1.431 0.03
H 0.501 -4.160 -1.102 0.07
H -4.053 -7.043 -4.388 0.08
H -2.319 1.142 -5.616 0.15
H -1.223 -4.230 -1.444 0.02
H 5.187 -0.793 3.331 0.07
H 2.444 -4.896 2.670 0.07
H -0.472 -2.700 -0.945 0.07
H -3.775 2.130 -8.297 0.11
H 4.200 1.119 4.627 0.06
H 2.559 2.824 6.882 0.07
H 0.905 -2.787 -3.124 0.10
H -3.032 2.231 -10.585 0.08
H 6.901 4.951 13.526 0.07
H 6.810 -0.143 3.638 0.07
H -7.803 0.675 -4.988 0.07
H 3.328 4.829 8.002 0.07
H 6.850 4.526 11.807 0.04
H 2.303 0.826 -0.136 0.07
H 0.371 -3.520 3.100 0.07
H -7.141 3.558 -4.201 0.07
H 3.093 2.036 1.932 0.00
H -4.571 -6.478 -2.072 0.08
H -5.589 -5.474 -3.123 0.07
H -8.377 1.466 -3.510 0.07
H -1.621 1.700 -9.656 0.08
H -2.120 -3.020 -3.443 0.04
H 0.653 0.893 0.489 0.05
H -3.316 -1.207 -6.652 0.10
H -4.052 1.318 -5.270 0.07
H 1.993 2.996 0.919 0.08
H 2.093 2.696 8.588 0.07
H 5.214 0.049 5.605 0.05
H -2.663 -6.174 -3.706 0.05
H -6.089 2.167 -3.886 0.07
H 8.294 6.532 11.309 0.07
H -4.438 0.680 -9.074 0.12
H 6.700 6.931 11.976 0.07
H -2.560 0.528 -10.602 0.08
H -4.632 -0.086 -7.028 0.12
H 1.504 -5.912 1.563 0.07
H 4.748 3.848 7.590 0.05
```

Calculated values
SMILES string: CCOCCOC1=C([C@@H](Cl)[C@@H](C)Cl)C(=O)OC1=O.ClCCCl.ClCCCl.ClCCCl.ClCCCl.ClCCCl.ClCCCl.ClCCCl
Total charge: 0
HOMO-LUMO gap, eV: 8.95

---

2.
Here is a structure of composition C8H42B2O37 from the Open Molecules 2025 dataset. Energies are from ωB97M-V with the def2-TZVPD basis set.

Structure (XYZ):
```
89
Properties=species:S:1:pos:R:3:lowdin_charge:R:1
O 2.013 -4.339 -1.458 -0.02
O 3.420 -0.804 -1.321 -0.06
O 1.543 -2.087 -2.806 -0.04
O -0.336 0.816 1.294 0.33
O 1.226 5.317 0.668 -0.05
O 3.353 3.509 0.707 -0.06
O 0.383 -0.892 3.945 -0.03
O -1.940 3.001 -3.463 0.33
O -2.918 2.018 2.600 -0.04
O 3.494 -3.693 2.789 -0.07
O 2.185 1.371 -3.806 -0.06
O -3.412 -1.231 -2.149 0.01
O -1.797 -4.563 1.213 -0.05
O 4.399 -0.309 1.097 -0.04
O -0.478 -3.090 -0.923 0.11
O 1.413 -3.107 1.345 0.09
O 1.685 -5.276 3.596 -0.07
O -2.436 -4.595 -1.930 -0.05
O -4.004 2.016 -2.577 0.30
O -1.830 1.010 -2.222 0.25
O -1.134 5.336 -0.358 0.00
O -3.997 3.404 0.489 0.16
O -2.607 4.907 2.896 -0.07
O 0.777 2.868 -1.186 0.15
O -0.641 -0.936 -0.321 0.27
O -0.717 2.873 1.210 0.18
O -5.797 2.707 -1.513 0.16
O 3.067 -1.243 3.563 -0.05
O -3.264 0.403 0.699 -0.04
O -2.536 3.019 -1.047 0.26
O -2.094 -1.735 2.340 0.02
O 1.017 -5.732 0.816 -0.04
O 0.999 0.824 -0.631 0.33
O 1.237 -1.005 0.991 0.31
O -0.156 0.122 -3.358 0.11
O 1.778 4.232 -3.261 -0.08
O -0.436 2.467 -4.945 0.12
C -4.611 2.490 -1.580 -0.47
C 0.659 1.966 -0.361 -0.44
C -1.055 0.963 -3.218 -0.39
C -0.146 -2.129 -0.197 -0.36
C -0.102 1.930 0.814 -0.46
C -3.720 3.100 -0.650 -0.46
C -1.188 2.171 -3.991 -0.43
C 0.925 -2.154 0.704 -0.40
B 0.361 -0.049 0.341 -0.85
B -2.565 2.311 -2.331 -0.78
H -2.348 -4.320 0.460 0.03
H 0.745 -1.599 -2.574 0.02
H 1.804 3.509 -3.915 0.01
H 2.122 1.241 -4.771 0.06
H 0.366 5.293 0.264 -0.05
H -2.477 -0.131 0.838 -0.01
H 1.764 3.782 -2.426 -0.04
H 3.371 0.149 -1.339 0.04
H 0.846 -4.869 3.435 0.02
H -2.723 -0.683 -1.862 -0.03
H 3.287 -0.831 2.717 0.03
H -2.125 2.368 2.140 0.02
H 2.674 4.102 0.413 -0.03
H 1.358 1.005 -3.454 -0.01
H 1.463 -2.882 -2.263 -0.01
H -2.747 4.536 2.009 0.00
H -0.867 5.368 -1.274 0.07
H -2.629 1.459 3.290 0.04
H -1.633 -2.536 2.448 0.00
H 3.968 -0.706 0.326 -0.01
H -2.878 -1.753 -2.714 0.01
H 1.117 4.921 1.528 0.04
H 2.901 -3.528 2.027 0.02
H -2.522 -4.765 -2.890 0.05
H 3.855 0.458 1.218 0.02
H -1.740 -3.989 -1.793 -0.05
H 1.332 -5.030 1.387 -0.01
H 1.527 -4.815 -0.835 -0.03
H 2.796 -3.998 -0.979 0.08
H 1.764 -6.276 0.960 0.03
H -1.704 -1.178 2.969 -0.01
H -3.224 1.201 1.262 -0.02
H -1.427 4.440 -0.321 0.00
H 2.352 -4.631 3.345 -0.06
H 3.702 -0.714 4.086 0.10
H 1.218 -1.111 3.579 -0.04
H 3.393 -2.897 3.315 0.00
H -2.002 -5.508 1.350 0.06
H 3.450 2.840 0.008 0.03
H 0.498 0.065 4.072 0.06
H 2.747 -1.114 -1.974 0.02
H -3.413 4.917 3.418 0.03
```

Calculated values
Total charge: -2
HOMO-LUMO gap, eV: 8.98
Relative energy (zero: lowest compared OMol25 entry of this formula, charge and spin), kJ/mol: 0.0

---

3.
Here is a structure of composition C30H28Cl2N5NaO3 from the Open Molecules 2025 dataset. Energies are from ωB97M-V with the def2-TZVPD basis set.

Structure (XYZ):
```
69
Properties=species:S:1:pos:R:3:lowdin_charge:R:1
Cl -13.099 -5.378 -5.894 0.62
Cl -11.377 -4.699 -3.170 0.58
Na -18.360 -5.435 -0.767 0.31
O -17.356 -7.139 -5.080 -0.06
O -19.688 -6.520 0.604 0.02
O -13.628 -6.702 0.394 -0.06
N -16.529 -5.796 2.063 0.12
N -16.919 -2.374 0.064 -0.24
N -17.072 -6.275 -2.895 0.11
N -19.824 -6.599 -2.624 0.11
N -15.616 -5.846 -0.565 0.13
C -15.718 -5.994 -3.013 -0.19
C -15.015 -5.763 -1.798 -0.21
C -13.634 -5.373 -1.924 -0.08
C -15.397 -7.444 4.001 -0.11
C -21.861 -7.710 -3.324 -0.10
C -15.765 -2.239 0.930 -0.14
C -17.912 -1.116 -3.328 -0.08
C -19.183 -7.214 -3.597 -0.15
C -18.160 -2.079 0.817 -0.13
C -16.811 -1.517 -1.111 -0.21
C -19.742 -2.529 -4.094 -0.15
C -20.446 -7.245 1.242 -0.41
C -19.700 -3.272 -2.911 -0.17
C -13.037 -5.211 -3.116 -0.70
C -14.858 -7.357 2.722 0.00
C -15.459 -6.489 1.754 -0.20
C -14.810 -6.278 0.444 -0.49
C -18.900 -1.451 -4.251 -0.17
C -15.065 -5.851 -4.287 -0.06
C -21.141 -8.483 -4.254 -0.10
C -21.541 -6.744 2.181 -0.02
C -13.750 -5.450 -4.318 -0.73
C -17.864 -1.867 -2.131 -0.27
C -17.710 -6.842 -3.915 -0.48
C -16.448 -6.591 4.353 -0.11
C -18.733 -2.941 -1.988 -0.10
C -20.285 -8.783 1.087 -0.01
C -19.788 -8.265 -4.388 -0.01
C -21.173 -6.725 -2.590 -0.14
C -16.979 -5.792 3.321 -0.16
H -17.186 -0.305 -3.525 0.09
H -21.251 -6.878 3.256 0.10
H -18.144 -2.654 1.731 0.06
H -17.892 -5.189 3.504 0.10
H -21.717 -6.002 -1.988 0.10
H -15.864 -2.966 1.761 0.07
H -20.624 -9.230 2.024 0.07
H -14.876 -2.505 0.379 0.07
H -15.777 -1.514 -1.519 0.12
H -21.629 -9.252 -4.865 0.09
H -16.910 -0.438 -0.845 0.11
H -20.866 -9.164 0.252 0.08
H -22.503 -7.249 2.019 0.08
H -21.653 -5.663 2.039 0.08
H -19.267 -9.111 0.869 0.09
H -13.944 -7.853 2.417 0.10
H -19.221 -8.619 -5.219 0.09
H -15.591 -6.066 -5.205 0.08
H -20.506 -2.771 -4.829 0.07
H -19.044 -2.316 0.201 0.05
H -13.106 -5.175 -1.000 0.10
H -22.907 -7.815 -3.194 0.07
H -16.914 -6.638 5.365 0.09
H -18.234 -1.020 1.131 0.07
H -15.614 -1.249 1.427 0.07
H -14.958 -8.095 4.741 0.08
H -18.974 -0.834 -5.129 0.07
H -20.427 -4.062 -2.667 0.04
```

Calculated values
Total charge: -2
HOMO-LUMO gap, eV: 3.48

---

4.
Here is a cluster of 7 separate species, C32H64BFI2NO18S7 in total from the Open Molecules 2025 dataset. Energies are from ωB97M-V with the def2-TZVPD basis set.

Structure (XYZ):
```
126
Properties=species:S:1:pos:R:3:lowdin_charge:R:1
I -5.434 9.526 -4.674 0.63
I -4.722 4.673 -1.453 1.00
S 5.406 -5.453 -0.446 0.66
S 0.542 -2.814 1.416 0.68
S 6.251 -1.953 8.650 0.67
S 2.640 -1.222 5.749 0.65
S -2.308 -1.441 -5.333 0.66
S -2.036 1.394 -0.054 0.67
S -9.947 4.460 -5.032 0.58
F -3.057 7.089 -1.394 0.01
O -4.714 6.432 -4.413 0.00
O -11.339 4.757 -4.844 -0.31
O -1.808 3.191 -3.389 -0.09
O 5.852 -0.781 7.913 -0.33
O 4.966 -4.314 -1.208 -0.31
O 2.338 -2.549 6.242 -0.34
O -2.168 2.494 0.867 -0.32
O 0.186 -2.046 2.587 -0.33
O 3.765 -1.008 4.870 -0.32
O -3.485 -1.320 -6.159 -0.32
O 5.382 -5.447 0.995 -0.32
O -9.402 3.731 -3.731 -0.15
O -1.028 1.421 -1.095 -0.34
O -5.040 7.385 -2.349 -0.06
O -9.643 3.668 -6.187 -0.29
O -2.231 -2.454 -4.309 -0.34
O -0.249 -2.752 0.213 -0.32
O 6.260 -1.957 10.091 -0.32
N -2.661 7.619 -4.069 0.12
C -0.448 -0.123 -6.629 -0.22
C -7.540 5.863 -4.629 -0.21
C -1.898 0.168 -4.648 -0.22
C -9.038 5.963 -5.029 -0.23
C 6.977 -7.468 -1.037 -0.22
C 0.751 0.648 5.937 -0.20
C 5.329 -3.383 8.069 -0.21
C -3.644 1.026 -0.771 -0.23
C -2.690 5.210 -4.181 -0.07
C 3.024 -3.549 1.825 -0.21
C -0.550 0.560 -5.258 -0.21
C -3.972 6.577 -2.271 -0.79
C 7.854 -2.494 8.065 -0.23
C 2.015 1.157 6.645 -0.21
C -0.292 5.092 -3.268 -0.03
C -1.744 4.605 -3.149 -0.44
C 6.344 -4.272 7.339 -0.21
C 2.257 -2.501 1.025 -0.20
C 5.633 -7.797 -1.703 -0.21
C -4.011 -0.381 -0.282 -0.20
C -3.316 -0.590 1.072 -0.21
C 2.757 -0.088 7.127 -0.23
C 2.239 -4.854 1.660 -0.21
C 4.562 -6.934 -1.022 -0.22
C -3.486 6.457 -3.761 -0.53
C 7.722 -4.010 7.966 -0.22
C 7.046 -5.946 -0.967 -0.23
C 1.178 -0.494 5.007 -0.23
C -7.160 7.041 -3.730 -0.17
C -1.879 -0.120 0.880 -0.24
C -0.878 -1.570 -6.406 -0.24
C 0.756 -4.534 1.892 -0.21
B -5.568 7.405 -3.759 -1.19
H -4.347 1.776 -0.414 0.05
H -2.064 4.784 -2.132 0.06
H -7.736 7.901 -4.061 0.04
H 0.262 0.210 -4.615 0.12
H 0.043 0.275 6.680 0.12
H -3.808 0.013 1.839 0.12
H 0.093 -5.145 1.285 0.10
H 1.458 -0.134 4.021 0.10
H 2.380 -2.652 -0.048 0.11
H 2.376 -5.236 0.645 0.10
H -5.091 -0.496 -0.204 0.11
H 7.005 -7.888 -0.030 0.12
H -1.713 7.396 -3.792 0.07
H 0.483 -4.621 2.943 0.10
H -0.116 -2.134 -5.869 0.10
H 4.910 -3.877 8.944 0.11
H -0.466 1.642 -5.333 0.11
H 4.527 -3.046 7.415 0.08
H -0.068 5.490 -4.254 0.07
H 0.560 -0.066 -7.038 0.11
H 7.775 -5.571 -0.252 0.11
H -6.949 5.838 -5.537 0.11
H 2.251 -0.549 7.975 0.11
H 4.137 -7.427 -0.151 0.10
H 8.619 -2.161 8.761 0.11
H -1.160 -2.093 -7.317 0.10
H 5.682 -7.553 -2.765 0.12
H -3.348 -1.632 1.388 0.11
H -1.316 2.728 -2.704 0.04
H 8.526 -4.440 7.371 0.11
H -3.569 1.080 -1.854 0.09
H -7.478 6.839 -2.709 0.10
H 0.361 4.233 -3.131 0.07
H 2.506 -1.476 1.291 0.11
H 6.062 -5.321 7.407 0.11
H -0.026 5.803 -2.492 0.08
H 6.368 -4.007 6.281 0.12
H -2.683 0.865 -4.933 0.11
H 1.778 1.822 7.474 0.11
H -9.806 2.855 -3.754 0.09
H -1.317 -0.824 0.278 0.07
H -3.394 4.452 -4.498 0.12
H -9.174 6.424 -5.999 0.11
H -9.533 6.603 -4.306 0.10
H 4.042 -3.643 1.475 0.08
H 8.013 -2.043 7.086 0.11
H -3.651 -1.127 -0.994 0.12
H 7.222 -5.508 -1.949 0.11
H 0.253 1.438 5.378 0.12
H 3.057 -3.264 2.880 0.12
H -1.126 0.361 -7.335 0.12
H 3.804 0.082 7.362 0.08
H 2.639 1.709 5.939 0.12
H 3.770 -6.637 -1.704 0.10
H 5.390 -8.854 -1.621 0.11
H -1.852 0.090 -3.566 0.09
H 0.417 -1.261 4.912 0.09
H -1.357 0.081 1.812 0.10
H -2.092 5.503 -5.039 0.12
H 2.587 -5.622 2.349 0.12
H 7.767 -4.453 8.963 0.12
H -2.925 8.429 -3.521 0.04
H 7.816 -7.878 -1.596 0.11
H -7.421 4.925 -4.098 0.09
```

Calculated values
Total charge: -1
HOMO-LUMO gap, eV: 6.33

---

5.
Here is a structure of composition C25H25F4N5O4SSn from the Open Molecules 2025 dataset. Energies are from ωB97M-V with the def2-TZVPD basis set.

Structure (XYZ):
```
65
Properties=species:S:1:pos:R:3:lowdin_charge:R:1
Sn -0.761 0.194 -0.764 1.40
S 1.778 1.549 -2.105 0.58
F -2.979 -3.736 3.684 0.09
F 0.268 0.200 1.880 0.02
F -0.353 -0.018 4.628 0.08
F -2.181 -3.734 1.083 0.09
O 1.946 2.824 -1.480 -0.28
O 0.764 1.408 -3.150 -0.36
O -3.199 0.229 0.848 -0.07
O 2.519 -1.412 -0.002 0.05
N -3.552 2.103 2.078 0.08
N -0.468 -1.678 0.159 -0.17
N -0.932 2.481 2.732 0.12
N 1.444 0.385 -0.970 -0.22
N -0.586 -1.754 -2.654 -0.32
C 3.598 -0.168 -1.723 -0.14
C -2.018 -2.906 3.295 -0.24
C -1.345 3.242 1.715 -0.28
C -0.824 -2.929 -1.847 -0.23
C 4.173 1.396 -3.511 -0.01
C 0.812 4.296 1.488 -0.08
C -0.768 -0.938 3.747 -0.21
C 4.817 -0.796 -1.900 0.01
C -3.610 0.779 1.859 -0.52
C -1.593 -1.970 4.221 0.04
C 0.366 2.563 3.049 -0.14
C 2.509 -0.446 -0.769 -0.50
C 5.426 0.770 -3.668 -0.05
C 3.306 0.894 -2.523 -0.25
C -1.701 -1.407 -3.553 -0.11
C -2.740 2.952 1.236 -0.14
C -0.013 -2.837 -0.577 -0.21
C 0.610 -1.994 -3.489 -0.08
C -4.198 -0.054 3.011 0.02
C 1.271 3.417 2.434 -0.07
C -0.826 -1.811 1.443 -0.23
C 5.741 -0.274 -2.812 -0.06
C -0.536 4.207 1.083 -0.01
C -0.454 -0.842 2.388 -0.14
C -1.607 -2.878 1.945 -0.13
H 2.357 3.448 2.712 0.12
H 1.058 -2.732 -0.826 0.10
H -1.464 -0.429 -4.025 0.09
H -1.883 -2.095 5.274 0.14
H -4.307 -1.092 2.678 0.08
H -0.111 -3.758 -0.018 0.12
H 6.725 -0.757 -2.794 0.11
H -0.569 -3.860 -2.369 0.12
H 3.850 2.231 -4.144 0.13
H 0.640 1.940 3.876 0.09
H 1.458 5.051 1.024 0.12
H 1.475 -2.235 -2.852 0.09
H -2.619 -1.297 -2.956 0.08
H -1.856 -2.190 -4.311 0.09
H 6.147 1.151 -4.361 0.10
H -3.232 3.896 1.068 0.12
H -3.464 -0.058 3.853 0.08
H 0.482 -2.886 -4.127 0.09
H 0.869 -1.173 -4.160 0.09
H -2.679 2.468 0.269 0.09
H -1.043 4.913 0.383 0.13
H -5.175 0.371 3.367 0.09
H 5.097 -1.632 -1.312 0.11
H -3.944 2.481 2.900 0.13
H -1.914 -3.060 -1.656 0.13
```

Calculated values
Total charge: 0
HOMO-LUMO gap, eV: 7.74
Relative energy (zero: lowest compared OMol25 entry of this formula, charge and spin), kJ/mol: 48.8

---

6.
Here is an isolated molecule of C6H7N from the Open Molecules 2025 dataset. Energies are from ωB97M-V with the def2-TZVPD basis set.

Structure (XYZ):
```
14
Properties=species:S:1:pos:R:3:lowdin_charge:R:1
N 3.194 0.062 -0.427 0.15
C -1.296 0.530 0.837 -0.19
C -0.245 -0.138 0.162 -0.36
C -0.232 -1.547 -0.391 -0.06
C 0.698 0.827 -0.637 -0.12
C 2.100 0.421 -0.536 -0.23
C -1.780 1.304 1.668 0.08
H 0.438 0.832 -1.715 0.14
H -2.604 1.966 1.524 0.02
H -0.254 -0.393 1.347 0.20
H 0.596 1.864 -0.305 0.12
H -0.953 -2.153 0.156 0.09
H -0.434 -1.616 -1.463 0.08
H 0.772 -1.959 -0.220 0.08
```

Calculated values
SMILES string: C#C[C@@H](C)CC#N
Total charge: 0
HOMO-LUMO gap, eV: 9.84
Relative energy (zero: lowest compared OMol25 entry of this formula, charge and spin), kJ/mol: 441.9

---

Summary of LUMO energy in eV
-1.02, 3.42, 3.29, 1.09, 0.16, 0.48
(order as listed above)